(1)
{"formula": "C4H4N2O2", "method": "ωB97M-V/def2-TZVPD", "elements": ["C", "H", "O", "C", "H", "N", "N", "C", "O", "H", "H", "C"], "positions_angstrom": [[-0.28414, 1.44192, -0.53429], [-2.73639, -0.55506, -1.03986], [1.85488, 1.03771, 0.72249], [0.60943, 0.63821, 0.16610], [0.89904, -2.36746, 1.34354], [-0.93781, -1.28688, -0.19807], [1.25391, -1.49304, 0.89546], [-1.67502, -0.43666, -0.66033], [-1.39748, 0.79846, -0.87295], [-0.37591, 2.62435, -0.41926], [2.39801, 0.26782, 1.21377], [0.34029, -0.84341, 0.23248]], "atomic_forces_ev_per_a": [[2.8, 1.1, 3.6], [1.3, -0.7, 0.7], [-0.9, -1.3, 0.1], [2.3, 0.2, -0.7], [0.4, 0.5, -1.2], [3.2, -3.1, 2.3], [-1.9, -0.1, 0.1], [-4.0, 1.0, -2.1], [-1.7, 3.3, -1.6], [0.3, -2.9, -0.8], [-2.7, 1.6, -1.9], [1.0, 0.3, 1.6]], "lowdin_charge": [-0.030, 0.168, -0.037, -0.188, 0.075, 0.162, 0.105, -0.276, 0.009, 0.183, 0.160, -0.332], "de_lowest_ev": 3.108, "smiles": "[H]/N=c1\\ncocc1O", "orbital_gap_ev": 9.4}

---

(2)
{"formula": "C4H4N2O2", "method": "ωB97M-V/def2-TZVPD", "elements": ["C", "H", "H", "C", "N", "O", "H", "O", "H", "N", "C", "C"], "positions_angstrom": [[-1.60567, -0.72848, 0.13111], [-1.64737, -1.62475, -0.38867], [-2.33284, -0.96911, 1.15989], [1.40519, 1.15466, -0.01338], [0.15352, 1.05357, 0.36110], [3.04307, -0.50560, -0.20343], [-1.62883, 1.18329, -0.31812], [-2.20929, 0.28677, -0.57681], [2.18298, 1.86539, -0.18620], [0.83210, -1.07419, -0.03932], [1.94370, -0.22363, -0.23144], [-0.13657, -0.41793, 0.30527]], "atomic_forces_ev_per_a": [[-1.9, 0.0, 4.3], [-0.1, -1.7, -1.2], [2.6, 0.7, -2.2], [-2.9, -1.2, 0.1], [2.6, 1.5, -0.3], [6.0, -1.7, -0.6], [-2.3, -3.1, -0.9], [2.1, 3.9, 0.3], [-0.5, 1.6, 0.4], [1.6, -4.0, -0.9], [-5.3, 1.1, 1.7], [-1.9, 3.0, -0.6]], "lowdin_charge": [-0.245, 0.084, 0.184, 0.012, 0.120, 0.220, 0.162, -0.102, 0.123, 0.194, -0.478, -0.274], "de_lowest_ev": 3.783, "smiles": "O=C1C=NC(CO)=N1", "orbital_gap_ev": 8.7}

---

(3)
{"formula": "C4H4N2O2", "method": "ωB97M-V/def2-TZVPD", "elements": ["C", "H", "H", "N", "H", "N", "O", "O", "C", "C", "H", "C"], "positions_angstrom": [[1.04341, -0.95978, 0.02980], [2.39927, 1.08584, 0.41181], [1.29207, -1.41286, 1.03072], [-0.02712, 2.14725, 0.03634], [-2.61742, -1.46287, 0.20568], [1.74266, 0.45499, -0.26908], [-2.66437, -0.34093, -0.02987], [-1.36824, 1.54890, -0.06339], [-0.25904, -0.30822, -0.26318], [-1.45391, 0.22937, -0.32092], [1.47833, -1.95388, -0.58987], [0.43437, 0.97218, -0.17804]], "atomic_forces_ev_per_a": [[3.4, -3.1, -0.8], [-1.5, -2.9, -1.7], [-0.9, 1.3, -0.4], [-2.1, -3.1, -0.8], [0.4, 5.3, -1.3], [0.9, 1.1, 2.3], [-0.2, -3.5, 0.1], [-4.9, 2.6, -0.4], [2.7, 2.3, -0.3], [-1.7, -1.3, 3.3], [-1.2, 3.1, 0.6], [5.2, -1.8, -0.6]], "lowdin_charge": [-0.090, 0.181, 0.106, 0.222, 0.256, 0.057, 0.030, -0.019, -0.075, -0.367, 0.152, -0.454], "de_lowest_ev": 7.535, "orbital_gap_ev": 9.2}

---

(4)
{"formula": "C4H4N2O2", "method": "ωB97M-V/def2-TZVPD", "elements": ["C", "C", "H", "N", "H", "C", "O", "H", "H", "C", "O", "N"], "positions_angstrom": [[0.79370, -0.45331, 0.23403], [-0.59869, -0.03933, 0.59936], [-0.76257, -0.03023, 1.60703], [2.32388, 1.04213, -0.22043], [-1.31161, -0.07803, -1.48247], [-1.61018, -0.41334, -0.33721], [-0.32555, 1.44661, 0.18667], [-2.50655, 0.21602, -0.06106], [-1.84538, -1.50972, -0.62801], [1.03238, 0.98253, -0.04392], [2.87058, -0.09482, 0.03963], [1.94001, -1.06853, 0.10639]], "atomic_forces_ev_per_a": [[2.2, 3.0, -0.9], [1.6, 0.5, -3.0], [-0.7, -0.2, 2.6], [-1.0, 6.4, 0.1], [-0.4, -0.3, 3.0], [-3.1, -0.6, -4.8], [3.1, -1.0, 0.2], [0.4, -1.2, -0.6], [0.3, 1.6, 1.6], [-0.1, -4.4, 1.2], [0.2, -1.5, -1.8], [-2.5, -2.2, 2.4]], "lowdin_charge": [-0.134, -0.249, 0.128, 0.079, 0.157, -0.072, 0.007, 0.104, 0.121, -0.192, -0.069, 0.117], "de_lowest_ev": 7.617, "orbital_gap_ev": 10.9}

---

(5)
{"formula": "C4H4N2O2", "method": "ωB97M-V/def2-TZVPD", "elements": ["C", "O", "O", "N", "H", "H", "C", "H", "C", "C", "N", "H"], "positions_angstrom": [[-0.31105, -0.56440, -0.00937], [0.77860, 2.36970, 0.49456], [-0.42259, 0.53694, -0.85206], [0.75396, -0.72199, 0.57056], [2.15938, 0.84864, -0.28360], [2.61424, -0.56048, 0.42239], [-0.04048, 1.85218, -0.41058], [-2.57621, -3.54828, 0.51295], [-1.35692, -1.55434, 0.12114], [-2.18644, -2.41745, 0.31944], [1.96817, -0.20349, -0.13447], [-0.73097, 2.58947, -0.96812]], "atomic_forces_ev_per_a": [[-1.4, 1.3, -0.6], [-4.6, -4.4, -5.4], [-0.3, 2.5, 0.4], [4.8, -0.8, -0.1], [-1.1, -2.1, 0.9], [3.9, -1.6, 2.8], [1.6, 2.9, 3.3], [0.8, 3.8, -0.7], [-0.9, 0.4, 0.2], [0.2, -3.1, 0.4], [-4.4, 2.6, -1.7], [1.3, -1.3, 0.5]], "lowdin_charge": [-0.436, -0.028, 0.007, 0.102, 0.105, -0.002, -0.142, 0.114, -0.049, 0.099, 0.069, 0.160], "de_lowest_ev": 6.645, "smiles": "C#C/C(=N/N)OC=O", "orbital_gap_ev": 9.6}

---

(6)
{"formula": "C4H4N2O3SSi", "method": "ωB97M-V/def2-TZVPD", "elements": ["S", "O", "H", "C", "C", "H", "C", "O", "N", "Si", "N", "H", "O", "C", "H"], "positions_angstrom": [[2.74565, -0.01864, 0.87291], [-0.30313, 1.56785, -2.25604], [1.09337, 1.64378, 1.79417], [1.40944, -2.11629, -0.15382], [1.42852, -0.76502, 0.16223], [-2.68723, -0.56074, 0.26075], [-0.00640, 1.34207, 1.61135], [-0.88799, 1.71540, 2.32812], [1.22549, -3.19004, -0.48935], [-0.15539, 0.25389, 0.01719], [0.28011, 1.49787, -1.20598], [-2.25262, -0.90782, -1.47533], [1.29596, 2.10711, -0.91595], [-1.81235, -0.76088, -0.45587], [-1.37343, -1.80853, -0.09437]], "atomic_forces_ev_per_a": [[-1.2, -1.2, -1.0], [-0.6, 0.3, -0.8], [-1.2, -0.2, -0.1], [0.0, 0.0, -0.1], [1.4, 2.2, 1.4], [1.5, 0.0, -0.9], [0.9, 0.4, 0.3], [-0.2, -0.1, -0.1], [-0.1, -1.5, -0.4], [-2.3, -1.3, 0.1], [0.7, -0.1, -0.5], [1.0, 0.5, 0.8], [0.2, 0.7, 0.0], [1.0, -1.5, 2.1], [-1.2, 1.7, -0.9]], "lowdin_charge": [0.830, 0.060, 0.052, -0.356, -0.734, 0.047, -0.314, 0.026, 0.201, 0.716, -0.475, 0.041, 0.003, -0.145, 0.047], "de_lowest_ev": 0.568, "smiles": "C[Si@@](C=O)(C(=S)C#N)[N+](=O)[O-]", "orbital_gap_ev": 7.0}

---

(7)
{"formula": "C4H4N2O5", "method": "ωB97M-V/def2-TZVPD", "elements": ["N", "O", "C", "H", "O", "C", "H", "O", "C", "H", "N", "C", "O", "H", "O"], "positions_angstrom": [[-0.02394, 0.33523, -1.67515], [-0.50853, -0.24148, 3.57813], [0.99065, 0.05764, -1.00790], [1.92876, -0.60602, -1.35903], [-0.08552, 0.73997, 1.17774], [1.11636, 0.22814, 0.52807], [1.93042, 0.84622, 0.83188], [-2.51777, -0.89105, 2.92169], [0.02940, 0.36803, -3.24153], [-1.87223, -0.04300, 0.74557], [-1.06692, -0.17157, 1.36718], [-1.37885, -0.46740, 2.77189], [-0.70817, -0.45024, -3.78364], [1.40133, -0.90783, 0.85790], [0.76502, 1.20337, -3.71279]], "atomic_forces_ev_per_a": [[0.5, 1.2, -1.3], [2.1, 0.3, 1.8], [1.3, -1.5, 0.7], [-1.4, 1.6, 0.0], [2.6, 0.9, -0.9], [-2.0, -3.3, -0.1], [0.6, 0.7, 0.1], [-2.1, -1.0, 0.2], [-0.7, -1.8, 1.8], [0.6, 0.2, 0.4], [-0.9, -1.8, 0.1], [-0.3, 0.9, -2.2], [-0.7, -0.7, -0.2], [-0.9, 2.5, -0.1], [1.4, 1.7, -0.4]], "lowdin_charge": [0.125, -0.045, -0.242, 0.125, -0.182, -0.184, 0.077, -0.090, -0.823, 0.118, -0.019, -0.858, -0.086, 0.142, -0.058], "de_lowest_ev": 0.000, "smiles": "O=C([O-])/N=C/CONC(=O)[O-]", "orbital_gap_ev": 7.9, "charge": -2}

---

(8)
{"formula": "C4H4N2OS", "method": "ωB97M-V/def2-TZVPD", "elements": ["C", "N", "H", "O", "H", "H", "C", "H", "N", "C", "C", "S"], "positions_angstrom": [[1.08417, -0.42068, -1.45269], [0.66049, 0.34244, 0.63403], [0.69788, 0.70407, 1.56338], [1.67386, -0.72295, -2.45676], [-1.74489, 0.39646, 1.64283], [-2.25166, -1.00782, 0.68966], [-1.82757, -0.00083, 0.64022], [-2.50878, 0.61366, 0.08540], [-0.31549, -0.51947, -1.22637], [1.73635, 0.17893, -0.18657], [-0.49416, -0.07611, -0.02884], [3.28980, 0.51233, 0.09572]], "atomic_forces_ev_per_a": [[0.3, -0.2, -1.0], [-0.3, -0.2, -0.4], [0.0, 0.2, 0.3], [-0.5, 0.2, 0.8], [0.0, 0.1, 0.3], [0.1, 0.1, 0.0], [0.5, -0.5, 0.3], [-0.3, 0.3, -0.4], [0.5, 0.1, 0.4], [0.3, -0.1, 0.1], [-0.3, 0.0, -0.1], [-0.3, -0.1, -0.1]], "lowdin_charge": [-0.442, 0.077, 0.144, 0.116, 0.075, 0.097, 0.011, 0.084, 0.174, -0.750, -0.349, 0.762], "de_lowest_ev": 0.102, "smiles": "CC1=NC(=O)C(=S)N1", "orbital_gap_ev": 7.8}

---

(9)
{"formula": "C4H4N2OS", "method": "ωB97M-V/def2-TZVPD", "elements": ["C", "H", "H", "C", "O", "N", "C", "N", "C", "H", "S", "H"], "positions_angstrom": [[0.38588, -1.17290, -0.19703], [0.53382, 0.15754, 2.85318], [0.78598, -2.18856, 0.03379], [0.84253, 0.46816, -2.51320], [0.16838, 1.64102, -1.90973], [-0.60756, 0.86875, 0.32661], [-0.03735, 0.81104, -0.82321], [-0.36401, -0.49492, 0.74720], [0.51547, -0.34865, -1.24720], [0.42789, 0.16729, -3.49182], [-0.52727, -0.82781, 2.46890], [1.90340, 0.81781, -2.45252]], "atomic_forces_ev_per_a": [[0.5, -2.1, 1.1], [-1.9, -1.9, -0.5], [-0.7, 1.1, -0.3], [1.7, 0.2, 0.2], [-0.8, -0.7, 0.4], [0.0, -1.3, 1.2], [-1.5, 2.4, 0.1], [-0.3, 1.3, 0.8], [0.9, -0.3, -1.6], [0.4, 0.3, 0.6], [2.3, 2.1, -1.2], [-0.6, -0.9, -1.0]], "lowdin_charge": [-0.090, -0.054, 0.130, -0.034, 0.018, 0.136, -0.441, -0.526, -0.120, 0.128, 0.719, 0.135], "de_lowest_ev": 4.314, "orbital_gap_ev": 9.7}

---

(10)
{"formula": "C4H4N2S", "method": "ωB97M-V/def2-TZVPD", "elements": ["H", "N", "C", "H", "N", "C", "C", "S", "C", "H", "H"], "positions_angstrom": [[0.43056, 2.35457, 0.04553], [1.48569, 0.30265, -0.10685], [0.40653, 1.18828, -0.16409], [-1.06413, -1.88316, 0.08870], [-2.10051, 0.87583, 0.12369], [-0.30747, -1.04591, -0.01088], [1.02382, -0.93360, 0.01720], [-3.28666, -0.17385, -0.09787], [-0.85020, 0.37310, 0.07780], [1.89987, -1.66149, -0.08434], [2.36250, 0.60359, 0.11111]], "atomic_forces_ev_per_a": [[0.4, -2.8, -0.9], [-4.8, 3.6, -0.8], [-2.6, 0.4, 2.8], [1.7, 0.8, -0.3], [-0.6, -0.6, -0.4], [-3.6, 1.2, 1.2], [2.8, -4.1, -0.8], [0.0, 0.6, 0.3], [5.7, -0.3, -2.0], [-2.0, 0.4, 0.5], [2.8, 0.7, 0.3]], "lowdin_charge": [0.152, 0.009, 0.012, 0.091, -0.464, -0.058, -0.201, 0.624, -0.423, 0.147, 0.111], "de_lowest_ev": 3.152, "smiles": "S=Nc1cc[nH]c1", "orbital_gap_ev": 6.8}